Entry from the OMol25 dataset: a 2-piece molecular cluster, C4H11NO overall at a distorted geometry (ωB97M-V with the def2-TZVPD basis set).

Computed properties:
Energy relative to the best compared isomer or geometry (same formula, charge and spin), kJ/mol: 236.3
E_tot, Eh: -288.927007
Frontier orbital gap, eV: 10.29
Structure (SMILES): C/C=C/CN.O
LUMO, eV: 1.0

Element x y z (Å)
C -1.23694 -1.75962 -0.93751
C -0.31604 -0.88304 -0.06329
C -0.45027 0.42276 0.32964
C 0.35265 1.19477 1.40948
N 1.63469 0.44366 1.79403
H -0.92195 -2.75347 -0.56706
H -1.17020 -1.81777 -1.99153
H -2.22316 -1.22345 -0.72527
H 0.63951 -1.32714 0.15968
H -1.25734 1.01057 -0.12965
H -0.14867 1.43773 2.29402
H 0.60137 2.08695 0.90014
H 1.46398 -0.49951 2.23226
H 1.98461 1.02455 2.57540
O 0.73409 0.88814 -2.51082
H -0.00262 1.05516 -3.11940
H 0.31629 0.69967 -1.65012

Entry from the OMol25 dataset: a single C7H13NO molecule at a distorted geometry (ωB97M-V with the def2-TZVPD basis set).

Computed properties:
Energy relative to the best compared isomer or geometry (same formula, charge and spin), kJ/mol: 568.5
E_tot, Eh: -404.310935
Frontier orbital gap, eV: 8.85
Structure (SMILES): CO[C@@]12CCN[C@@]1(C)C2
LUMO, eV: 1.0

Element x y z (Å)
C 1.98700 -1.34059 0.77054
O 0.74625 -1.50251 0.16367
C 0.19033 -0.56869 -0.65213
C -1.28655 -0.88668 -0.43481
C -1.39735 -0.44001 1.00456
N -0.23157 0.42557 1.21528
C 0.16645 0.85685 -0.10501
C -0.82894 1.84978 -0.82685
C 1.13549 0.40225 -1.15993
H 1.91220 -0.49047 1.67250
H 2.80892 -0.98068 0.04740
H 2.15822 -2.32266 1.24666
H -1.46297 -1.94608 -0.54810
H -1.96936 -0.45392 -1.09190
H -2.36599 0.00038 1.17367
H -1.37119 -1.34749 1.66444
H -0.27863 1.23162 1.92542
H -0.24434 2.74428 -1.10979
H -1.71115 2.02964 -0.09050
H -1.20794 1.44471 -1.82649
H 2.15146 0.16037 -0.95193
H 1.09967 1.13433 -2.08667

Entry from the OMol25 dataset: a 40-piece molecular cluster, H80O40 overall at a distorted geometry (ωB97M-V with the def2-TZVPD basis set).

Computed properties:
Energy relative to the best compared isomer or geometry (same formula, charge and spin), kJ/mol: 1625.3
E_tot, Eh: -3057.138299
Frontier orbital gap, eV: 9.16
LUMO, eV: -0.4

Element x y z (Å)
H -1.82177 -1.63829 0.11872
H -2.58154 -2.86961 0.28069
O -2.12999 -2.17880 0.76966
H -0.77992 0.62329 -0.06024
H -2.10599 0.89458 -0.52528
O -1.43731 0.16216 -0.49807
H -3.04444 3.93555 -4.41035
H -3.32672 2.69619 -3.70026
O -3.55657 3.58371 -3.68127
H 2.98579 1.64750 1.20509
H 2.94271 2.86760 2.05230
O 2.42932 2.49367 1.30048
H -2.13445 -0.47597 -3.96089
H -1.46295 0.52704 -3.01717
O -1.95180 0.42150 -3.79704
H 0.61010 -1.87213 -3.94559
O 1.25256 -1.32523 -4.28541
H 2.17120 -3.53137 -1.09891
O 1.54656 -3.37300 -1.68890
H 3.93438 -1.33218 1.66193
H 3.29982 -0.42533 0.48558
O 3.37539 -0.48269 1.48219
H -1.84478 3.76500 2.06015
H -3.02688 2.85166 2.10002
O -2.35310 3.17841 2.54434
H 2.33461 3.13908 -1.77618
H 1.95812 3.92197 -2.78845
O 2.79658 3.54382 -2.57772
H 1.53120 -4.45869 1.72412
H 0.56402 -4.79327 2.94882
O 1.08168 -5.14632 2.14138
H 3.59095 -4.12127 0.10159
O 3.28907 -3.82350 0.96446
H 3.64953 2.59744 4.61826
H 2.60743 3.82059 4.61419
O 3.25827 3.42599 4.27526
H -2.92020 -2.73805 3.58362
H -2.88844 -1.84120 2.26309
O -3.30328 -1.94428 3.02657
H -6.02058 0.55739 3.01780
H -4.69178 1.09170 2.92944
O -5.64833 1.35384 2.93896
H 2.61276 -1.63753 -2.98611
H 3.49859 -1.02343 -4.01347
O 3.38193 -1.43362 -3.05778
H 4.61914 -2.79433 -1.16268
H 5.35801 -4.14808 -1.56387
O 4.74818 -3.67760 -0.92381
H 1.75881 -1.94865 4.20607
H 2.90679 -1.75444 3.06792
O 2.72029 -2.06738 4.02929
H 1.65669 0.84534 -4.61396
O 1.81856 0.57827 -5.53444
H 1.08521 -1.33001 -0.98290
H 1.49223 -0.05931 -1.61257
O 1.21169 -0.41336 -0.66463
H -2.90990 2.88396 -0.80628
O -1.95407 3.12166 -0.70563
H -4.05169 -0.50833 -2.85980
H -4.57960 -0.26982 -4.28710
O -4.16248 -0.94678 -3.73458
H 1.07663 2.26793 3.79506
H -0.44662 2.52397 3.76844
O 0.27349 1.93627 3.96318
H -0.80659 -3.61399 4.12436
H -0.96008 -5.15189 3.36508
O -0.40495 -4.56884 4.06532
H -2.61392 -5.11862 -1.15622
H -3.76867 -4.37123 -0.70888
O -3.48055 -5.28134 -0.66223
H 0.92932 6.66064 -0.57222
H -0.03325 6.64809 -2.03881
O -0.05817 6.66830 -1.09818
H -2.05878 -1.67999 6.01964
H -1.62290 -0.89296 4.87762
O -2.16291 -1.52934 5.12120
H 0.12473 4.47398 -1.18792
H -0.92518 4.26480 -2.17245
O -0.03995 4.25253 -2.13851
H -0.65448 -5.27527 -2.45527
H -0.16563 -6.14053 -1.33904
O -0.56717 -5.24921 -1.50358
H 6.17510 0.76283 -2.98185
H 5.84662 0.45180 -1.63768
O 6.27862 1.09121 -2.20452
H -0.35480 -1.47213 2.69204
H 0.10682 -0.38894 3.64299
O -0.02107 -1.31968 3.60352
H 1.28366 3.88438 1.56504
O 0.88116 4.76960 1.98319
H -0.95404 -1.53095 -1.80108
H -1.79274 -2.64882 -2.48660
O -0.93511 -2.23129 -2.43493
H 2.10432 1.21457 -6.15070
H 1.77400 -1.86948 -4.90649
H -2.21069 4.04155 -0.29828
H 1.24123 -2.55130 -1.88730
H 4.07476 -4.13261 1.54497
H 1.42673 4.80020 2.85726
O -1.44250 6.02779 1.46156
H -0.82187 6.71899 1.01508
H -0.83864 5.65249 2.24293
O 3.71903 1.14463 -1.56832
H 3.37295 0.25534 -2.13276
H 3.01792 1.74910 -1.87948
O 2.60636 -4.03564 -4.36706
H 1.83618 -4.21195 -4.91243
H 2.29140 -3.50697 -3.56458
O -5.15539 -2.18339 1.41307
H -6.03576 -2.37581 1.91652
H -4.77606 -1.63660 2.13476
O -4.64502 1.12521 -2.21635
H -4.65079 1.69497 -2.90678
H -5.22126 1.44532 -1.57217
O -4.41508 2.85905 0.26468
H -4.90736 3.80320 0.04385
H -4.81715 2.61662 1.12435
O 3.76114 0.61952 4.96451
H 3.02426 0.61693 5.42832
H 4.14908 -0.21807 4.75350

Entry from the OMol25 dataset: a 2-piece molecular cluster, C5H9ClO2PS overall at a distorted geometry (ωB97M-V with the def2-TZVPD basis set).

Computed properties:
Total charge: -1
Energy relative to the best compared isomer or geometry (same formula, charge and spin), kJ/mol: 131.6
E_tot, Eh: -1546.130739
Frontier orbital gap (alpha / beta), eV: 7.66 / 6.86
LUMO (alpha / beta), eV: 3.0 / 3.0

Element x y z (Å)
C 1.39741 -1.31113 1.52495
C 0.34520 -0.95008 0.84568
C -0.66207 -1.60906 0.10864
C -1.28353 -0.60332 -0.80963
C -0.43818 -0.10015 -1.91711
O -0.44642 2.39761 2.41945
O 1.71666 2.61490 1.21112
P 0.14460 2.05947 1.11089
S -0.49350 2.95127 -0.54402
Cl -0.52585 -1.21165 -3.34403
H 2.01927 -0.62167 2.12369
H 1.61773 -2.35961 1.75577
H -1.39757 -2.08309 0.81565
H -0.23514 -2.36698 -0.59177
H -1.39953 0.39084 -0.10389
H -2.20602 -1.11996 -1.23969
H -0.57175 1.01846 -2.09003
H 0.66704 -0.22217 -1.68403
H 1.75166 3.12633 0.40835

Entry from the OMol25 dataset: a single C7H7BrO2 molecule at a distorted geometry (ωB97M-V with the def2-TZVPD basis set).

Computed properties:
Energy relative to the best compared isomer or geometry (same formula, charge and spin), kJ/mol: 164.5
E_tot, Eh: -2995.342294
Frontier orbital gap, eV: 9.78
Structure (SMILES): C[C@@H]1[C@@H](Br)[C@@]12OC=CC2=O
LUMO, eV: 0.4

Element x y z (Å)
C -1.78583 0.35194 0.53543
C -0.87755 -0.70317 -0.05580
C -0.01878 -1.54142 0.82283
Br 0.39808 -3.34801 0.61146
C 0.54262 -0.50524 -0.14769
O 1.12429 -1.05452 -1.22310
C 2.38983 -0.44211 -1.39326
C 2.66794 0.44847 -0.50997
C 1.45635 0.60601 0.32856
O 1.20549 1.50300 1.14087
H -2.79073 -0.19061 0.56701
H -1.87976 1.25960 -0.08842
H -1.45683 0.33547 1.57284
H -1.23312 -1.31702 -0.83362
H 0.09138 -1.27537 1.78995
H 2.92655 -0.93739 -2.12113
H 3.65137 0.86155 -0.34173

Entry from the OMol25 dataset: C2IN2O as an isolated structure at a distorted geometry (ωB97M-V with the def2-TZVPD basis set).

Computed properties:
Total charge: +1
Energy relative to the best compared isomer or geometry (same formula, charge and spin), kJ/mol: 247.4
E_tot, Eh: -558.154791
Frontier orbital gap, eV: 7.12
LUMO, eV: -8.3

Element x y z (Å)
C 0.78907 0.58498 -1.00414
C -0.48786 -0.30361 0.54398
N 0.67111 -0.65793 0.50471
N 1.53727 -0.26205 -0.39852
O -0.30404 0.89449 -1.09452
I -2.20555 -0.25588 1.44849